(1)
49
Properties=species:S:1:pos:R:3 method="wB97M-V/def2-TZVPD" total_energy_ha=-1496.09296 gap_ev=10.04 e_homo_ha=-0.353 e_above_lowest_kcal_mol=5.92 spin_multiplicity=1 lumo_ev=0.43 smiles="CCCCCNC(=O)c1cc(S(=O)(=O)N2CCCCC2)ccc1F" charge=0
C -2.83320 5.10822 4.98899
C -1.33545 5.08709 5.26945
C -0.54799 4.16462 4.33687
C -0.90114 2.67867 4.49647
C -1.85785 2.15372 3.42273
N -1.19720 2.01784 2.14322
C -0.94346 0.81886 1.58870
O -1.32874 -0.23789 2.04817
C -0.16943 0.84916 0.29849
C -0.48059 -0.11081 -0.66186
C 0.23997 -0.18727 -1.83462
S -0.12090 -1.50556 -3.00690
O -1.53045 -1.74750 -3.01065
O 0.53881 -1.19083 -4.23898
N 0.62303 -2.83706 -2.36519
C 2.06550 -2.80209 -2.33258
C 2.60424 -4.22604 -2.21386
C 2.02215 -4.89802 -0.97267
C 0.49741 -4.86223 -1.04016
C 0.02087 -3.41914 -1.18810
C 1.29389 0.67194 -2.08632
C 1.62447 1.63373 -1.14824
C 0.89271 1.70614 0.02558
F 1.25092 2.64543 0.92956
H -3.28042 4.13572 5.17804
H -3.32395 5.83500 5.63247
H -3.02540 5.38699 3.95481
H -1.16650 4.77796 6.30342
H -0.94252 6.10103 5.16244
H -0.71487 4.48055 3.30482
H 0.51423 4.30411 4.54628
H 0.00740 2.07516 4.45188
H -1.35190 2.51540 5.47607
H -2.71541 2.82141 3.30803
H -2.21343 1.15643 3.69053
H -0.79969 2.85416 1.74747
H -1.30207 -0.78641 -0.48305
H 2.39115 -2.33384 -3.26193
H 2.42153 -2.19790 -1.48116
H 2.31185 -4.78689 -3.10208
H 3.69357 -4.19877 -2.16253
H 2.37167 -5.92942 -0.90608
H 2.35954 -4.36831 -0.07841
H 0.15739 -5.43691 -1.90231
H 0.06223 -5.29523 -0.13888
H -1.05888 -3.37337 -1.32997
H 0.29112 -2.84657 -0.28638
H 1.83008 0.58050 -3.01714
H 2.43933 2.32263 -1.30589


(2)
50
Properties=species:S:1:pos:R:3 method="wB97M-V/def2-TZVPD" total_energy_ha=-2310.75777 gap_ev=3.42 e_homo_ha=0.029 e_above_lowest_kcal_mol=16.23 spin_multiplicity=1 lumo_ev=4.21 charge=-2
Pd 0.09876 -0.31928 0.30061
C 4.06925 1.67697 1.97322
C 4.24023 0.85871 0.68779
S 2.67166 -0.08951 0.22679
C 2.27854 0.85124 -1.28970
C 1.95256 2.31947 -1.07738
S 0.40170 2.62655 -0.15829
C 0.89899 2.51637 1.59716
C 1.85049 3.56358 2.13842
S 3.63766 3.43928 1.72608
H 5.00282 1.71072 2.53963
H 3.30088 1.23378 2.60912
H 4.99652 0.08738 0.85219
H 4.55896 1.48585 -0.14569
H 1.39648 0.32685 -1.66939
H 3.11243 0.74189 -1.99480
H 1.80036 2.80155 -2.04785
H 2.74934 2.84506 -0.56348
H 1.22694 1.50625 1.80886
H -0.04408 2.64771 2.12725
H 1.79128 3.55410 3.22828
H 1.58693 4.56122 1.78148
C -3.30832 2.39396 1.75562
C -2.83515 0.94507 1.85800
C -3.99212 0.03557 2.29611
O -2.36368 0.54335 0.59063
C -1.73393 0.79851 2.97807
O -1.93391 1.43466 4.03835
O -0.77085 0.03409 2.71908
H -4.26824 2.44713 1.23171
H -2.57847 2.97296 1.18516
H -3.41110 2.81753 2.75480
H -4.83018 0.12266 1.59799
H -4.31917 0.31483 3.30086
H -3.65047 -1.00056 2.29884
H -1.52211 -0.01390 0.75060
F -5.36562 -2.71232 -1.98189
C -4.02588 -2.60305 -1.64393
C -3.60615 -2.96584 -0.37781
C -2.26767 -2.87435 -0.05229
C -1.28526 -2.40846 -0.97125
C 0.11046 -2.35820 -0.64375
C -1.78230 -2.06704 -2.25963
C -3.12258 -2.15487 -2.58708
H -4.33423 -3.31382 0.34688
H -1.94614 -3.12719 0.95216
H 0.79491 -2.40104 -1.48986
H 0.42040 -2.98504 0.19064
H -1.08094 -1.69738 -3.00055
H -3.47629 -1.87468 -3.57381


(3)
48
Properties=species:S:1:pos:R:3 method="wB97M-V/def2-TZVPD" total_energy_ha=-2093.25949 gap_ev="4.60 / 3.13" e_homo_ha="-0.615 / -0.629" e_above_lowest_kcal_mol=0.00 spin_multiplicity=4 lumo_ev="-12.13 / -13.98" s2=3.796 charge=+3
I -3.11753 3.37946 -4.43516
I -3.21794 0.69599 -4.78300
Re -0.02745 0.25164 -0.63759
P 1.16686 0.50831 -2.60213
C 1.53051 -1.15015 -3.39612
C 0.96643 1.47670 -4.13431
H 1.85904 1.34861 -4.76452
H 3.52103 0.98164 -2.96172
H 0.85055 2.54405 -3.92176
H 2.79913 2.11757 -1.76730
H 0.62507 -1.47747 -3.92579
H 0.08438 1.15122 -4.69716
C 2.85961 1.06903 -2.08921
H 2.36802 -1.01720 -4.09578
H 3.23951 0.46459 -1.25308
H 1.79930 -1.93861 -2.67657
P -1.96500 1.19314 0.24550
C -3.17796 -0.09677 0.81628
C -1.48910 2.09848 1.78205
H -2.72586 3.32266 -0.69636
H -3.93507 2.65893 0.40470
H -3.75456 2.00633 -1.23296
C -3.20530 2.39594 -0.37282
H -0.96585 3.01930 1.49985
H -2.38753 2.35535 2.35512
H -3.89788 0.33023 1.52423
H -2.69007 -0.95588 1.28730
H -0.81615 1.50939 2.41380
H -3.71892 -0.48298 -0.05503
C -0.97745 -1.28047 -1.21640
O -1.48363 -2.28277 -1.59631
C 0.49841 -1.90777 4.95072
C -0.64093 -1.27025 4.40685
C -0.60453 -0.84844 3.08116
C 0.56808 -1.01763 2.33901
C 0.59055 -0.64473 0.97212
C 1.64665 -1.00290 0.06271
C 2.79117 -1.68382 0.65372
C 2.80432 -2.01711 1.98450
C 1.71363 -1.69805 2.84279
C 1.62808 -2.11814 4.18008
H 0.46207 -2.24093 5.99357
H -1.54637 -1.10754 4.96010
H -1.45639 -0.39514 2.54028
H 1.68623 -1.06592 -1.05695
H 3.63439 -1.99754 0.03679
H 3.60583 -2.54985 2.47210
H 2.50262 -2.63048 4.56269


(4)
48
Properties=species:S:1:pos:R:3 method="wB97M-V/def2-TZVPD" total_energy_ha=-2229.23765 gap_ev="2.71 / 4.04" e_homo_ha="-0.612 / -0.610" e_above_lowest_kcal_mol=56.31 spin_multiplicity=1 lumo_ev="-13.96 / -12.57" charge=+3
I -0.19471 -0.94906 -5.74361
I -0.23671 1.54862 -4.41561
Sn -0.18268 1.09957 -0.72058
P -2.71898 0.04458 -1.30853
C -3.16924 -0.05687 -3.04820
C -3.53870 -1.42242 -0.60240
H -4.62482 -1.25430 -0.55920
H -4.73726 1.20699 -0.68101
H -3.15690 -1.68390 0.39249
H -3.34261 1.81955 0.28028
H -2.80667 -0.97141 -3.52945
H -3.34769 -2.28706 -1.24651
C -3.67359 1.47098 -0.70583
H -4.26229 -0.00072 -3.12540
H -3.54117 2.30545 -1.39791
H -2.70260 0.75318 -3.62237
P 2.21628 0.05031 -1.39894
C 2.42225 -0.09738 -3.17750
C 3.31574 1.47534 -0.95241
H 2.64123 -1.85552 0.11422
H 4.17362 -1.31417 -0.62151
H 3.00602 -2.29226 -1.55818
C 3.09266 -1.48192 -0.81304
H 2.92392 1.98888 -0.06348
H 4.34902 1.16003 -0.72417
H 3.48255 -0.06362 -3.48810
H 1.88892 0.72722 -3.67646
H 3.34366 2.22415 -1.76124
H 1.93288 -0.99550 -3.56608
C -0.61899 -1.38206 -1.40557
O -0.26731 -1.72527 -2.46440
C 2.67292 0.13102 4.36996
C 2.95460 0.10333 2.97617
C 1.95924 0.07653 2.01929
C 0.59581 0.12615 2.37213
C -0.44109 0.30852 1.43423
C -1.74168 0.11521 1.85921
C -2.02222 0.06148 3.22598
C -1.04921 0.08927 4.21701
C 0.30068 0.06019 3.79475
C 1.34106 0.11891 4.78232
H 3.48198 0.15812 5.09733
H 3.99336 0.12252 2.62733
H 2.14683 0.08094 0.95247
H -2.59178 0.02170 1.18027
H -3.07028 0.05543 3.53691
H -1.29930 0.15180 5.30105
H 1.10322 0.17747 5.84431